Density functional theory data (the ωB97M-V functional and the def2-TZVPD basis) for a cluster of 8 separate species, C28H56Cl16 in total.

Each line ends with the Löwdin charge.
Geometry (Å):
Cl  1.41  7.70  -0.34  0.48
C  1.34  5.88  -0.38  -2.03
Cl  2.39  5.30  -1.70  0.49
Cl  1.92  5.28  1.13  0.56
Cl  -0.33  5.35  -0.70  0.52
Cl  1.68  -0.04  -4.80  0.48
C  0.89  -1.37  -5.80  -2.02
Cl  0.81  -2.85  -4.82  0.53
Cl  -0.69  -0.88  -6.26  0.59
Cl  1.96  -1.68  -7.19  0.53
Cl  4.47  -1.32  8.54  0.55
C  5.43  -1.68  7.12  -2.07
Cl  5.04  -3.33  6.64  0.53
Cl  4.92  -0.62  5.77  0.53
Cl  7.11  -1.47  7.41  0.58
Cl  0.50  -5.71  -2.00  0.49
C  1.33  -5.68  -0.40  -2.07
Cl  1.10  -7.16  0.41  0.60
Cl  3.02  -5.43  -0.80  0.53
Cl  0.78  -4.28  0.52  0.58
C  -1.57  3.16  2.18  -0.14
C  -1.49  1.69  1.86  -0.27
C  -2.88  0.99  1.71  -0.20
C  -2.96  -0.53  1.88  -0.25
C  -4.24  -1.07  1.34  -0.27
C  -4.42  -2.62  1.44  -0.10
H  -2.17  3.26  3.11  0.08
H  -2.11  3.76  1.39  0.07
H  -0.54  3.60  2.30  0.06
H  -0.97  1.71  0.91  0.09
H  -0.81  1.19  2.51  0.09
H  -3.25  1.18  0.68  0.11
H  -3.63  1.43  2.35  0.10
H  -2.27  -1.03  1.23  0.08
H  -2.68  -0.80  2.90  0.12
H  -5.08  -0.59  1.78  0.10
H  -4.10  -0.91  0.25  0.11
H  -3.66  -3.14  0.89  0.05
H  -4.47  -3.02  2.46  0.06
H  -5.42  -2.88  0.98  0.08
C  -0.87  6.59  -7.79  -0.10
C  0.34  5.71  -7.45  -0.29
C  0.59  5.49  -5.97  -0.23
C  -0.58  4.76  -5.18  -0.18
C  -1.04  3.43  -5.87  -0.28
C  -1.81  2.44  -5.05  -0.13
H  -0.78  7.03  -8.78  0.06
H  -0.98  7.40  -7.06  0.07
H  -1.80  6.00  -7.89  0.07
H  0.38  4.75  -8.01  0.11
H  1.26  6.19  -7.78  0.09
H  0.82  6.46  -5.45  0.12
H  1.46  4.86  -5.95  0.09
H  -0.04  4.44  -4.27  0.09
H  -1.43  5.40  -4.96  0.11
H  -1.61  3.72  -6.77  0.10
H  -0.19  2.94  -6.29  0.09
H  -2.21  1.64  -5.67  0.05
H  -1.12  1.98  -4.32  0.07
H  -2.59  2.94  -4.54  0.06
C  -1.26  -6.00  5.00  -0.10
C  -1.18  -4.89  3.94  -0.27
C  -0.33  -3.70  4.30  -0.27
C  1.16  -3.87  4.38  -0.22
C  1.88  -2.50  4.54  -0.27
C  1.75  -1.86  5.92  -0.14
H  -1.82  -5.70  5.87  0.06
H  -0.31  -6.38  5.40  0.08
H  -1.82  -6.84  4.63  0.05
H  -0.82  -5.29  2.97  0.08
H  -2.17  -4.43  3.64  0.12
H  -0.71  -3.23  5.22  0.12
H  -0.47  -2.93  3.51  0.10
H  1.47  -4.37  5.31  0.11
H  1.54  -4.40  3.49  0.10
H  2.93  -2.63  4.30  0.07
H  1.48  -1.79  3.79  0.09
H  2.37  -0.97  5.98  0.01
H  0.78  -1.46  6.06  0.05
H  2.03  -2.53  6.77  0.07
C  2.91  0.53  1.98  -0.13
C  2.35  0.58  0.58  -0.28
C  1.45  -0.62  0.28  -0.25
C  0.75  -0.62  -1.08  -0.25
C  -0.25  -1.70  -1.42  -0.28
C  -1.38  -1.19  -2.36  -0.10
H  3.54  1.41  2.10  0.06
H  3.51  -0.35  2.14  0.06
H  2.12  0.41  2.82  0.09
H  1.82  1.56  0.39  0.12
H  3.17  0.44  -0.14  0.11
H  0.70  -0.80  1.08  0.10
H  2.12  -1.54  0.25  0.11
H  0.28  0.36  -1.24  0.11
H  1.59  -0.58  -1.75  0.08
H  0.32  -2.52  -1.85  0.05
H  -0.67  -2.10  -0.45  0.07
H  -2.23  -1.85  -2.46  0.06
H  -1.77  -0.25  -1.98  0.06
H  -0.99  -0.92  -3.34  0.01

## Properties
frontier orbital gap = 0.395 Ha
SMILES string = ClC(Cl)(Cl)Cl.ClC(Cl)(Cl)Cl.ClC(Cl)(Cl)Cl.ClC(Cl)(Cl)Cl.CCCCCC.CCCCCC.CCCCCC.CCCCCC
lowest unoccupied orbital energy = 0.070 eV
HOMO level = -10.67 eV

=====

Density functional theory data (the ωB97M-V functional and the def2-TZVPD basis) for a structure of composition C20H41N5RuS2Si4Te.

Each line ends with the Löwdin charge.
Geometry (Å):
Ru  0.04  0.80  1.87  0.68
C  -4.32  3.74  2.14  -0.38
S  -4.50  1.95  2.46  0.87
C  -2.82  1.38  2.48  -0.96
S  -1.93  1.03  0.99  0.55
N  -2.42  0.82  3.64  -0.03
N  -1.18  0.31  3.55  -0.18
C  -0.56  -0.40  4.49  0.01
C  0.67  -1.03  4.11  -0.22
C  1.34  -1.99  4.86  0.02
C  2.49  -2.58  4.36  0.00
C  3.04  -2.04  3.20  -0.02
C  2.37  -1.06  2.53  -0.14
N  1.16  -0.58  2.87  -0.08
H  -5.32  4.16  2.03  0.04
H  -3.75  3.87  1.18  0.05
H  -3.83  4.39  2.91  0.06
H  -1.02  -0.58  5.44  0.14
H  0.90  -2.45  5.77  0.14
H  2.93  -3.46  4.85  0.14
H  3.98  -2.44  2.77  0.14
H  2.78  -0.62  1.62  0.06
C  2.77  -0.39  -4.70  -0.21
Si  1.87  -1.65  -3.62  0.38
C  3.22  -2.15  -2.38  -0.23
C  1.51  -3.17  -4.62  -0.21
Si  0.03  -0.89  -2.19  0.11
Te  1.12  0.53  -0.46  0.76
Si  -0.96  -2.68  -1.19  0.23
C  -1.95  -3.64  -2.42  -0.20
C  0.36  -3.77  -0.54  -0.21
C  -2.21  -2.44  0.15  -0.22
Si  -1.32  0.52  -3.39  0.32
C  -1.82  -0.43  -4.96  -0.19
C  -2.87  1.14  -2.59  -0.23
C  -0.41  2.17  -3.80  -0.20
H  3.46  -0.92  -5.36  0.05
H  3.30  0.37  -4.08  0.05
H  2.12  0.18  -5.40  0.03
H  4.23  -2.13  -2.92  0.07
H  3.01  -3.10  -1.91  0.01
H  3.35  -1.42  -1.60  -0.03
H  2.45  -3.44  -5.12  0.05
H  0.75  -3.07  -5.42  0.04
H  1.12  -4.08  -4.11  0.04
H  -1.38  -4.24  -3.13  0.03
H  -2.57  -2.92  -3.03  0.05
H  -2.61  -4.30  -1.87  0.05
H  0.72  -4.48  -1.31  0.05
H  -0.10  -4.37  0.25  0.05
H  1.19  -3.16  -0.17  0.01
H  -3.02  -1.75  -0.07  0.03
H  -1.82  -2.13  1.11  0.00
H  -2.65  -3.46  0.26  0.06
H  -1.95  -1.54  -4.90  0.03
H  -1.08  -0.26  -5.76  0.04
H  -2.81  0.00  -5.27  0.06
H  -3.50  0.35  -2.24  0.02
H  -3.50  1.72  -3.28  0.06
H  -2.66  1.67  -1.66  -0.02
H  0.26  2.05  -4.65  0.02
H  0.10  2.66  -2.95  0.02
H  -1.22  2.82  -4.14  0.04
C  1.22  5.74  3.12  0.00
N  1.27  4.57  4.04  -0.17
C  1.80  4.64  5.42  0.00
C  0.95  3.35  3.58  -0.15
N  0.75  2.29  3.08  0.04
H  0.60  6.58  3.52  0.11
H  0.83  5.40  2.15  0.10
H  2.26  6.05  3.03  0.10
H  0.94  4.43  6.08  0.10
H  2.19  5.61  5.65  0.09
H  2.58  3.90  5.63  0.10

## Properties
frontier orbital gap (alpha / beta) = 0.239 / 0.202 Ha
lowest unoccupied orbital energy (alpha / beta) = -7.094 / -8.210 eV
HOMO level (alpha / beta) = -13.60 / -13.70 eV
charge = +2
spin multiplicity = 5

=====

Density functional theory data (the ωB97M-V functional and the def2-TZVPD basis) for a structure of composition C2H5N3O2S.

Each line ends with the Löwdin charge.
Geometry (Å):
C  -0.07  0.18  0.14  -0.51
C  -3.55  -0.31  0.01  0.00
H  2.47  1.20  -0.52  0.15
H  -0.16  1.97  -0.27  0.13
H  -4.04  0.36  0.92  0.14
H  -4.08  -1.21  -0.23  0.04
H  2.29  -2.42  -0.57  -0.06
N  0.56  1.26  -0.39  -0.04
N  -2.27  -0.42  -0.31  -0.02
N  0.33  -1.05  0.36  -0.27
O  1.79  1.77  0.23  -0.16
O  -1.46  0.64  0.10  -0.10
S  2.02  -1.06  -0.03  0.71

## Properties
energy above the lowest of the compared OMol25 structures with the same formula, charge and spin = 7.034 eV
frontier orbital gap = 0.342 Ha
lowest unoccupied orbital energy = 0.527 eV
HOMO level = -8.77 eV

=====

Density functional theory data (the ωB97M-V functional and the def2-TZVPD basis) for a structure of composition C28H32AsI2N6O2W.

Each line ends with the Löwdin charge.
Geometry (Å):
W  0.02  0.82  0.18  0.83
O  1.38  2.13  1.08  -0.20
C  2.40  1.71  0.43  -0.47
C  3.83  1.86  0.83  -0.02
C  4.45  0.70  0.04  -0.02
C  3.27  -0.15  -0.38  -0.40
O  3.16  -1.32  -0.56  0.13
N  2.10  0.73  -0.40  0.00
H  3.87  1.76  1.92  0.15
H  4.26  2.84  0.59  0.15
H  5.19  0.12  0.59  0.14
H  4.93  1.05  -0.88  0.15
I  -2.33  0.93  1.40  0.62
I  -0.86  0.75  -2.23  0.77
C  0.40  3.89  -1.14  -0.20
N  0.18  5.29  -1.34  -0.07
C  0.24  5.99  -0.05  -0.13
N  -0.78  5.48  0.87  -0.07
C  -0.57  4.08  1.10  -0.19
N  -0.61  3.26  -0.20  -0.21
C  -1.98  3.58  -0.80  -0.27
N  -2.18  4.98  -1.02  -0.07
C  -1.15  5.50  -1.92  -0.13
C  -2.10  5.69  0.26  -0.13
H  1.40  3.73  -0.73  0.11
H  0.32  3.38  -2.11  0.07
H  0.09  7.05  -0.21  0.14
H  1.23  5.84  0.40  0.14
H  -1.36  3.69  1.75  0.08
H  0.39  3.95  1.57  0.11
H  -2.74  3.20  -0.13  0.05
H  -2.06  3.07  -1.76  0.03
H  -1.31  6.56  -2.07  0.14
H  -1.21  4.99  -2.88  0.14
H  -2.87  5.32  0.94  0.14
H  -2.25  6.75  0.09  0.14
C  1.02  -4.40  -3.96  -0.03
C  0.07  -3.40  -4.09  -0.04
C  -0.30  -2.65  -2.99  -0.15
C  0.29  -2.91  -1.75  -0.37
C  1.22  -3.93  -1.61  -0.09
C  1.59  -4.67  -2.73  -0.04
As  -0.20  -1.90  -0.17  1.22
C  0.40  -3.03  1.29  -0.30
C  1.67  -3.19  1.79  -0.08
C  1.88  -4.13  2.81  0.03
C  0.83  -4.89  3.33  0.01
C  -0.44  -4.74  2.83  0.06
C  -0.68  -3.82  1.79  -0.14
C  -1.95  -3.59  1.18  -0.12
C  -3.14  -4.31  1.49  0.06
C  -4.30  -4.00  0.84  0.01
C  -4.32  -2.98  -0.13  0.05
C  -3.15  -2.26  -0.46  -0.07
C  -1.99  -2.57  0.18  -0.30
H  1.32  -4.98  -4.83  0.13
H  -0.39  -3.20  -5.05  0.12
H  -1.07  -1.90  -3.10  0.01
H  1.69  -4.16  -0.66  0.09
H  2.31  -5.47  -2.62  0.12
H  2.51  -2.65  1.37  0.11
H  2.89  -4.28  3.20  0.14
H  1.03  -5.60  4.13  0.14
H  -1.25  -5.34  3.23  0.13
H  -3.12  -5.10  2.23  0.13
H  -5.21  -4.54  1.05  0.14
H  -5.25  -2.74  -0.62  0.14
H  -3.20  -1.50  -1.23  0.10
N  0.56  -0.02  2.24  -0.05
H  1.09  -0.90  2.30  0.04
H  -0.29  -0.15  2.78  0.00
H  1.11  0.68  2.73  0.09

## Properties
energy above the lowest of the compared OMol25 structures with the same formula, charge and spin = 1.114 eV
frontier orbital gap (alpha / beta) = 0.173 / 0.141 Ha
lowest unoccupied orbital energy (alpha / beta) = -11.186 / -12.093 eV
HOMO level (alpha / beta) = -15.90 / -15.93 eV
charge = +3
spin multiplicity = 3

=====

Density functional theory data (the ωB97M-V functional and the def2-TZVPD basis) for a cluster of 8 separate species, C44H73FIN4O23 in total.

Each line ends with the Löwdin charge.
Geometry (Å):
C  1.03  -4.66  -0.01  -0.07
C  2.18  -3.64  -0.05  -0.15
C  1.78  -2.25  -0.47  -0.34
F  1.64  -2.18  -1.85  0.02
N  0.52  -1.85  0.13  0.20
C  -0.12  -0.72  -0.16  -0.28
N  -1.32  -0.40  0.40  0.20
C  -2.06  0.45  -0.57  -0.44
C  -3.12  -0.48  -1.24  -0.08
C  -2.56  -1.56  -2.17  -0.12
O  -2.20  -2.75  -1.42  -0.06
C  -3.17  -3.69  -1.35  -0.31
O  -4.36  -3.46  -1.25  0.10
C  -2.87  1.60  0.04  -0.61
I  -1.61  3.14  0.85  1.03
C  -3.97  1.14  1.04  -0.28
C  -4.29  2.01  2.24  -0.16
C  -0.95  0.91  -1.54  -0.08
N  0.25  0.20  -1.06  0.04
C  1.58  0.82  -1.10  -0.11
C  2.04  1.57  0.12  -0.15
C  2.47  0.71  1.32  -0.16
C  1.54  0.91  2.53  -0.27
N  1.41  -0.31  3.35  0.00
H  0.60  -4.71  0.99  0.08
H  1.44  -5.64  -0.22  0.08
H  0.29  -4.42  -0.77  0.07
H  2.90  -3.97  -0.79  0.10
H  2.72  -3.57  0.89  0.13
H  2.56  -1.55  -0.18  0.11
H  0.08  -2.45  0.80  0.15
H  -1.86  -1.17  0.78  0.15
H  -3.77  0.15  -1.84  0.14
H  -3.71  -1.00  -0.50  0.12
H  -1.70  -1.25  -2.75  0.12
H  -3.35  -1.84  -2.86  0.13
H  -2.79  -4.72  -1.40  0.15
H  -3.37  2.06  -0.80  0.09
H  -4.89  1.09  0.46  0.12
H  -3.78  0.12  1.36  0.09
H  -4.53  3.03  1.96  0.05
H  -3.52  1.99  3.00  0.05
H  -5.19  1.61  2.71  0.08
H  -1.13  0.53  -2.54  0.11
H  -0.83  1.98  -1.69  0.08
H  2.34  0.09  -1.37  0.10
H  1.56  1.51  -1.94  0.13
H  1.33  2.31  0.48  0.06
H  2.91  2.13  -0.21  0.10
H  2.44  -0.36  1.11  0.07
H  3.48  0.96  1.65  0.11
H  0.55  1.22  2.19  0.04
H  1.93  1.70  3.16  0.11
H  0.50  -0.30  3.79  0.06
H  1.39  -1.13  2.74  0.03
C  -5.63  7.31  3.44  -0.02
C  -5.82  6.88  2.00  -0.32
C  -6.97  7.54  1.28  -0.08
O  -7.33  6.53  0.32  0.07
C  -7.00  5.33  0.84  -0.57
O  -7.35  4.28  0.42  0.16
O  -6.20  5.49  1.93  0.06
H  -5.63  8.40  3.52  0.10
H  -6.41  6.91  4.07  0.08
H  -4.68  6.94  3.82  0.08
H  -4.89  6.99  1.44  0.16
H  -6.69  8.46  0.78  0.14
H  -7.82  7.72  1.93  0.14
C  3.16  -3.73  -3.94  -0.02
C  3.26  -3.97  -5.42  -0.33
C  3.46  -5.41  -5.83  -0.09
O  4.18  -5.28  -7.06  0.07
C  4.88  -4.12  -7.01  -0.56
O  5.74  -3.81  -7.75  0.18
O  4.44  -3.36  -5.96  0.07
H  2.44  -4.42  -3.48  0.09
H  4.13  -3.85  -3.46  0.09
H  2.82  -2.72  -3.74  0.06
H  2.40  -3.54  -5.94  0.15
H  2.53  -5.95  -5.99  0.14
H  4.08  -5.96  -5.12  0.14
C  5.80  -2.20  -1.39  -0.01
C  5.34  -0.80  -1.68  -0.31
C  6.33  0.08  -2.41  -0.07
O  5.96  1.39  -1.97  0.08
C  5.41  1.27  -0.74  -0.56
O  5.18  2.17  0.00  0.16
O  5.14  -0.04  -0.47  0.07
H  6.22  -2.67  -2.28  0.08
H  6.54  -2.21  -0.59  0.10
H  4.96  -2.81  -1.05  0.08
H  4.38  -0.82  -2.22  0.14
H  6.26  0.01  -3.49  0.14
H  7.36  -0.12  -2.10  0.14
C  1.51  0.50  -6.14  -0.01
C  0.19  1.18  -5.86  -0.32
C  -0.05  2.43  -6.67  -0.08
O  -0.91  3.19  -5.80  0.08
C  -0.61  2.83  -4.53  -0.56
O  -0.96  3.42  -3.56  0.16
O  0.15  1.70  -4.52  0.05
H  1.66  0.38  -7.22  0.10
H  2.34  1.07  -5.73  0.10
H  1.54  -0.49  -5.68  0.07
H  -0.64  0.48  -5.97  0.16
H  -0.55  2.25  -7.62  0.14
H  0.86  3.01  -6.84  0.15
C  -4.44  2.63  6.81  -0.02
C  -5.40  3.79  6.86  -0.31
C  -5.39  4.69  5.65  -0.11
O  -5.81  5.95  6.19  0.03
C  -5.42  5.97  7.50  -0.56
O  -5.40  6.94  8.18  0.18
O  -5.05  4.73  7.90  0.09
H  -4.53  2.11  5.87  0.07
H  -3.41  2.98  6.94  0.10
H  -4.66  1.93  7.62  0.08
H  -6.42  3.43  7.07  0.16
H  -6.07  4.36  4.87  0.14
H  -4.38  4.81  5.23  0.14
C  11.29  -3.67  -3.56  -0.01
C  9.96  -3.23  -2.99  -0.32
C  9.97  -2.95  -1.50  -0.08
O  8.61  -3.23  -1.13  0.03
C  8.14  -4.16  -2.01  -0.58
O  7.15  -4.79  -1.86  0.15
O  8.98  -4.28  -3.06  0.09
H  12.09  -3.01  -3.23  0.09
H  11.51  -4.69  -3.25  0.10
H  11.26  -3.67  -4.65  0.09
H  9.57  -2.37  -3.54  0.16
H  10.23  -1.92  -1.26  0.14
H  10.63  -3.63  -0.96  0.14
C  -5.68  -3.71  6.43  -0.02
C  -6.23  -2.34  6.11  -0.32
C  -5.23  -1.37  5.54  -0.10
O  -5.76  -0.11  5.97  0.03
C  -6.45  -0.33  7.12  -0.56
O  -6.82  0.53  7.85  0.18
O  -6.64  -1.65  7.31  0.09
H  -5.10  -4.10  5.59  0.09
H  -5.04  -3.66  7.31  0.10
H  -6.48  -4.41  6.65  0.09
H  -7.11  -2.43  5.46  0.16
H  -5.16  -1.41  4.46  0.13
H  -4.23  -1.49  5.97  0.14

## Properties
frontier orbital gap = 0.331 Ha
lowest unoccupied orbital energy = -2.549 eV
HOMO level = -11.56 eV
charge = +1

=====

Density functional theory data (the ωB97M-V functional and the def2-TZVPD basis) for the molecule C4H4N2O2.

Each line ends with the Löwdin charge.
Geometry (Å):
C  -1.49  -1.02  0.10  -0.05
O  -2.04  0.31  -0.18  -0.12
N  -1.02  1.32  -0.02  0.17
C  0.10  0.72  0.17  -0.26
C  1.52  0.96  0.06  -0.06
O  1.98  -0.37  -0.17  -0.08
N  1.02  -1.23  0.00  0.12
C  -0.08  -0.64  0.03  -0.28
H  -1.78  -1.28  1.13  0.14
H  -1.81  -1.72  -0.64  0.12
H  1.74  1.49  -0.85  0.14
H  1.94  1.29  1.08  0.17

## Properties
energy above the lowest of the compared OMol25 structures with the same formula, charge and spin = 5.666 eV
frontier orbital gap = 0.338 Ha
SMILES string = C1ON=C2CON=C12
lowest unoccupied orbital energy = 0.232 eV
HOMO level = -8.95 eV

=====

Calculated max |F| in order - 0.039, 0.085, 0.109, 0.033, 0.031, 0.083 Eh/bohr